Below is a 6-piece molecular cluster, C22H46N3O17 overall at a distorted geometry, with properties calculated with wB97M-V/def2-TZVPD.

Last column: Löwdin charge in e.
CARTESIAN COORDINATES (ANGSTROEM)
C: 4.48052 -1.84956 0.18817  -0.094
C: 4.64297 -3.31041 -0.42470  -0.251
O: 3.40419 -3.84711 -0.90366  -0.189
C: 2.62279 -4.36684 0.21107  -0.161
C: 1.12887 -4.43835 -0.29210  -0.141
O: 0.16252 -3.91355 0.63177  -0.093
C: 0.41344 -2.54175 0.95959  -0.283
C: -1.05544 -1.91244 0.96626  -0.071
N: -1.24134 -1.05626 -0.25623  0.121
C: 0.00819 -1.13001 -0.92175  -0.262
N: 0.36181 -0.81895 -2.17368  0.203
N: 0.99263 -1.64712 -0.04995  0.181
H: 4.01441 -1.14799 -0.56780  0.085
H: 5.48449 -1.45847 0.50293  0.087
H: 3.77433 -1.90150 1.07431  0.067
H: 5.14915 -3.94038 0.36093  0.131
H: 5.34686 -3.21285 -1.30132  0.132
H: 3.05922 -5.39377 0.41668  0.145
H: 2.77494 -3.77068 1.15299  0.120
H: 0.90939 -5.52255 -0.52670  0.147
H: 1.03074 -3.89185 -1.27771  0.122
H: 0.76092 -2.41639 2.02600  0.167
H: -0.93677 -1.11459 1.76960  0.135
H: -1.90837 -2.55483 1.29565  0.151
H: -2.03298 -1.45561 -0.76822  0.158
H: 0.29463 0.11092 -2.59660  0.138
H: 0.78000 -1.56558 -2.73376  0.141
H: 1.90939 -1.88062 -0.44457  0.115
C: 2.46655 0.82043 6.27873  -0.031
O: 2.12016 -0.30144 5.46205  -0.011
C: 1.03616 -0.96767 5.87268  -0.610
O: 0.36426 -0.70361 6.83185  0.141
O: 0.82798 -1.98546 5.02251  -0.017
C: -0.30854 -2.78717 5.34510  -0.035
H: 3.35554 1.28088 5.84951  0.091
H: 1.66301 1.55809 6.28132  0.102
H: 2.69893 0.50112 7.29523  0.104
H: -1.21949 -2.19260 5.31054  0.067
H: -0.18797 -3.25112 6.32474  0.110
H: -0.38279 -3.57649 4.59728  0.093
C: 2.13956 1.56659 -6.50887  -0.044
O: 1.32625 2.72918 -6.65131  0.013
C: 0.34411 2.82827 -5.75108  -0.615
O: 0.10852 2.03960 -4.86771  0.090
O: -0.33086 3.95091 -5.99892  0.016
C: -1.42074 4.19046 -5.10671  -0.030
H: 2.89675 1.59672 -7.29039  0.098
H: 2.64131 1.56358 -5.53967  0.095
H: 1.54379 0.66133 -6.63771  0.095
H: -1.06277 4.29358 -4.08118  0.098
H: -2.16136 3.39258 -5.18023  0.087
H: -1.89388 5.12513 -5.40193  0.101
C: -7.73562 -1.09576 4.63046  -0.042
O: -6.41892 -1.61586 4.81614  -0.002
C: -5.59109 -0.78889 5.46509  -0.616
O: -5.86600 0.30435 5.87938  0.133
O: -4.40044 -1.39390 5.57169  -0.003
C: -3.41089 -0.61915 6.24914  -0.035
H: -8.31461 -1.84791 4.09665  0.094
H: -8.21444 -0.90718 5.59207  0.101
H: -7.70930 -0.18606 4.02888  0.098
H: -3.71816 -0.41089 7.27450  0.108
H: -3.21300 0.30938 5.71094  0.104
H: -2.49496 -1.20253 6.27742  0.057
C: -3.73282 0.64490 -6.74881  -0.048
O: -4.74170 0.97606 -7.69659  0.006
C: -5.41025 2.10452 -7.41583  -0.608
O: -5.22642 2.82211 -6.46521  0.117
O: -6.31835 2.29323 -8.37658  0.007
C: -7.11262 3.46767 -8.20825  -0.039
H: -3.26114 -0.28170 -7.07333  0.094
H: -2.97099 1.42552 -6.70781  0.085
H: -4.17058 0.48201 -5.76241  0.098
H: -6.48743 4.36138 -8.22626  0.099
H: -7.68435 3.41638 -7.28064  0.099
H: -7.81007 3.51571 -9.04292  0.096
C: 7.03698 4.73448 1.83767  -0.038
O: 6.68759 3.62413 2.66482  0.008
C: 5.76081 2.81965 2.13841  -0.612
O: 5.22633 2.95797 1.06932  0.122
O: 5.52875 1.82878 3.00956  0.007
C: 4.55183 0.88990 2.57100  -0.050
H: 7.79308 5.31316 2.36569  0.097
H: 7.45932 4.39248 0.89184  0.099
H: 6.16988 5.37300 1.66357  0.100
H: 4.87636 0.39786 1.65427  0.064
H: 3.58647 1.37852 2.42616  0.102
H: 4.44077 0.13286 3.34698  0.094

As for the orbital gap: 0.3205 hartree. The net charge is +1. As for the HOMO energy: -12.55 eV. The LUMO energy is -3.82 eV. As for the largest force on an atom: 4.2 eV Å⁻¹. As for the spin multiplicity: 1.

---

Below is an isolated molecule of C4H5N7S at a distorted geometry, with properties calculated with wB97M-V/def2-TZVPD.

Last column: Löwdin charge in e.
CARTESIAN COORDINATES (ANGSTROEM)
C: 2.17716 0.56852 0.60288  -0.157
C: 1.51131 -1.35475 -0.22188  -0.469
C: -1.76966 1.96997 -0.24952  -0.132
C: -3.04830 0.03543 0.08450  -0.786
N: 3.20553 -0.27135 0.54343  0.007
N: 2.76269 -1.44368 -0.02080  0.058
N: -2.86056 1.16515 -0.22765  0.066
N: 1.05926 -0.10808 0.18354  -0.052
N: -0.56888 1.46138 -0.01740  0.028
N: -0.25524 0.20325 -0.04805  0.055
N: 0.71869 -2.33182 -0.69812  0.143
S: -3.68540 -1.39221 0.24093  0.713
H: 2.18317 1.66602 0.84175  0.122
H: -2.06381 2.93440 -0.09776  0.092
H: 0.25571 1.98119 0.23701  0.140
H: 0.55875 -3.05298 -0.05498  0.077
H: -0.18041 -2.03042 -1.09786  0.095

As for the orbital gap (alpha / beta): 0.2698 / 0.2698 hartree. As for the HOMO energy (alpha / beta): -7.95 / -7.95 eV. The LUMO energy (alpha / beta) is -0.61 / -0.61 eV. The energy relative to the best compared isomer or geometry (same formula, charge and spin) is 0.822 eV. As for the largest force on an atom: 3.2 eV Å⁻¹. As for the spin multiplicity: 1.

---

Below is C23H18IrN7 as an isolated structure at a distorted geometry, with properties calculated with wB97M-V/def2-TZVPD.

Last column: Löwdin charge in e.
CARTESIAN COORDINATES (ANGSTROEM)
Ir: 1.00505 -0.25486 -0.92839  1.421
C: 2.75566 -3.37715 1.12715  -0.028
C: 1.67615 -4.00067 1.77903  -0.005
C: 0.40034 -3.78670 1.32938  0.029
C: 0.17784 -2.88825 0.27300  -0.303
N: 1.20928 -2.23745 -0.30499  -0.062
C: 2.48215 -2.52762 0.09909  -0.135
N: -1.09718 -2.75207 -0.21033  0.204
C: -1.53363 -1.73918 -0.85124  -0.247
N: -0.88004 -0.51222 -1.07125  -0.048
C: -1.76080 0.39302 -1.69359  -0.244
N: -1.56207 1.62784 -1.94144  0.205
C: -0.36930 2.28126 -1.77653  -0.301
C: -0.38604 3.67644 -1.61309  0.031
C: 0.79643 4.36208 -1.53285  -0.004
C: 2.01186 3.67148 -1.69471  -0.028
C: 1.96695 2.32152 -1.86354  -0.142
N: 0.79922 1.61058 -1.85558  -0.060
C: -3.00895 -0.33233 -1.94401  -0.105
C: -4.18028 0.09264 -2.53825  0.026
C: -5.22047 -0.82860 -2.61050  -0.023
C: -5.08299 -2.11910 -2.10104  -0.023
C: -3.90015 -2.53781 -1.49974  0.025
C: -2.87181 -1.61898 -1.43602  -0.105
H: 3.77897 -3.58157 1.40573  0.124
H: 1.85502 -4.66942 2.61038  0.130
H: -0.45711 -4.29173 1.75003  0.132
H: 3.27768 -2.07409 -0.48444  0.117
H: -1.34735 4.16717 -1.56513  0.132
H: 0.79502 5.43293 -1.37915  0.130
H: 2.95846 4.19128 -1.71687  0.124
H: 2.86618 1.74797 -2.06724  0.116
H: -4.28431 1.09419 -2.93187  0.129
H: -6.15478 -0.53766 -3.07069  0.122
H: -5.91291 -2.80850 -2.17405  0.122
H: -3.79141 -3.53795 -1.10383  0.129
N: 2.16964 2.01175 4.59849  0.188
C: 1.91010 1.51627 3.38754  -0.275
C: 2.91835 1.39446 2.40603  0.027
C: 2.60611 0.89654 1.17527  -0.108
N: 1.35861 0.50415 0.84421  -0.144
C: 0.37734 0.60487 1.77198  -0.079
C: 0.61118 1.09510 3.02254  0.030
H: 3.09938 2.29236 4.86094  0.132
H: 1.44990 2.08154 5.29796  0.132
H: 3.93459 1.69891 2.61411  0.133
H: 3.36958 0.80512 0.40949  0.124
H: -0.60793 0.28062 1.47236  0.123
H: -0.20750 1.16182 3.72564  0.133

As for the orbital gap: 0.2559 hartree. The net charge is +2. As for the HOMO energy: -14.44 eV. The LUMO energy is -7.48 eV. As for the largest force on an atom: 1.9 eV Å⁻¹. As for the spin multiplicity: 1.

---

Below is an isolated molecule of C4H4N2OS at a distorted geometry, with properties calculated with wB97M-V/def2-TZVPD.

Last column: Löwdin charge in e.
CARTESIAN COORDINATES (ANGSTROEM)
C: 1.47154 -0.47783 -0.04215  -0.096
C: 1.23269 0.90720 -0.02185  -0.257
C: 0.59621 -1.54281 0.04278  -0.097
C: -1.62841 -0.55533 0.06984  -0.353
N: -0.72130 -1.30947 0.13232  0.058
N: 0.06923 1.34681 -0.29803  0.131
O: -3.41765 1.23852 0.34103  -0.664
S: -3.22134 -0.13658 -0.18488  0.841
H: 2.59932 -0.58365 -0.08077  0.115
H: 2.22008 1.39055 0.16941  0.120
H: 0.84227 -2.62944 0.09089  0.131
H: -0.04264 2.35203 -0.21859  0.072

As for the orbital gap (alpha / beta): 0.2501 / 0.2500 hartree. As for the HOMO energy (alpha / beta): -7.68 / -7.68 eV. The LUMO energy (alpha / beta) is -0.88 / -0.88 eV. The energy relative to the best compared isomer or geometry (same formula, charge and spin) is 4.372 eV. As for the largest force on an atom: 3.8 eV Å⁻¹. As for the spin multiplicity: 1.

---

Below is C4H12N2 as an isolated structure at a distorted geometry, with properties calculated with wB97M-V/def2-TZVPD.

Last column: Löwdin charge in e.
CARTESIAN COORDINATES (ANGSTROEM)
N: 0.50590 -1.68775 -0.91904  -0.124
C: -2.30796 -0.47442 0.05039  -0.075
C: -1.27085 0.45052 0.65309  -0.107
C: -0.22270 0.99185 -0.17524  -0.041
C: 1.17689 1.32589 0.32662  -0.322
N: 1.92187 0.02521 0.26096  -0.154
H: 0.71412 -1.73187 -1.96311  0.013
H: 0.58017 -2.67845 -0.61034  -0.007
H: -1.72500 -1.13510 -0.56106  0.036
H: -2.82986 -1.08509 0.81091  0.092
H: -3.03943 0.05852 -0.56659  0.089
H: -0.19682 -0.19506 0.41099  0.157
H: -1.38126 0.82693 1.64853  0.131
H: -0.22040 0.92198 -1.27817  0.147
H: 1.67496 2.09736 -0.30792  0.102
H: 1.12729 1.65116 1.39453  0.104
H: 2.78616 0.09212 0.83062  0.029
H: 1.26344 -0.94768 -0.33103  -0.071

As for the orbital gap: 0.2448 hartree. As for the HOMO energy: -7.13 eV. The LUMO energy is -0.47 eV. The energy relative to the best compared isomer or geometry (same formula, charge and spin) is 5.954 eV. As for the largest force on an atom: 3.0 eV Å⁻¹. As for the spin multiplicity: 1.

---

- Which value of spin multiplicity does entry 4 give?
  1

---

- spin multiplicity of number 4 (C4H4N2OS)?
  1